1.
Entry from the OMol25 dataset: C34H32AlBF4LiN2Na2O18P2 as an isolated structure (ωB97M-V/def2-TZVPD).

Structure (XYZ):
```
97
Properties=species:S:1:pos:R:3:forces:R:3:lowdin_charge:R:1
C 1.613 3.813 -3.196 -3.89 -8.15 -2.93 0.04
C 0.821 2.704 -3.626 5.16 6.64 2.74 -0.23
P 0.064 1.021 -4.261 0.27 1.91 1.67 0.86
C -1.807 1.327 -4.498 -1.49 1.15 -0.52 -0.35
N -2.420 0.305 -5.458 -0.71 1.97 0.58 -0.18
C -2.547 0.847 -6.863 0.14 -0.81 -1.31 -0.18
C 0.521 -0.273 -2.939 0.94 -0.32 2.17 -0.31
O -0.363 -1.437 -2.840 1.12 0.22 -2.54 -0.20
C -0.347 -2.288 -4.034 0.18 -2.43 -3.55 -0.11
C 1.073 -2.514 -4.889 -2.12 -1.35 -1.50 0.00
C 1.173 -3.432 -6.265 -3.41 0.56 1.98 -0.18
C 2.644 -3.550 -7.050 -0.44 1.30 0.77 -0.11
C -0.210 -4.145 -6.775 0.47 2.42 3.23 -0.03
C -1.596 -3.948 -5.918 3.02 1.26 0.52 0.03
C -1.721 -3.034 -4.521 2.99 -0.51 -2.62 -0.03
C -3.187 -3.017 -3.822 -1.00 -0.48 0.38 -0.33
C -3.533 -1.771 -2.834 0.27 0.02 1.29 -0.12
C -4.465 -3.121 -4.894 0.67 -1.11 0.25 -0.11
P 0.915 0.695 -6.238 0.10 2.97 -4.97 0.63
O 0.876 2.002 -7.170 -0.09 -3.88 3.37 -0.54
H 2.608 4.407 -2.909 -2.72 -1.52 -0.77 0.08
H -1.958 2.416 -4.962 0.76 -2.05 1.19 0.11
H -2.363 1.335 -3.463 1.26 -0.20 -1.83 0.11
H -3.421 0.197 -5.125 1.52 -0.17 -0.09 0.04
H -1.990 1.856 -7.065 -1.15 -1.81 0.49 0.10
H -2.115 0.037 -7.606 -0.89 1.70 1.37 0.10
H -3.709 0.931 -7.126 3.49 -0.21 0.03 -0.03
H 1.682 -0.546 -3.011 -2.49 0.52 -0.24 0.12
H 0.428 0.293 -1.891 0.01 -1.09 -2.34 0.14
H 2.108 -2.022 -4.551 -2.58 -1.20 -0.51 0.09
H 3.115 -2.454 -7.034 -1.01 -2.34 -0.01 0.07
H 2.535 -3.832 -8.184 0.06 0.26 2.43 0.08
H 3.409 -4.228 -6.457 -1.83 1.20 -1.35 0.10
H -0.151 -4.776 -7.781 -0.40 1.44 2.53 0.10
H -2.554 -4.506 -6.362 2.34 1.39 1.40 0.10
H -3.272 -4.013 -3.170 0.34 2.11 -1.39 0.15
H -3.120 -2.012 -1.740 -0.85 0.59 -2.34 0.09
H -4.706 -1.642 -2.727 2.51 -0.34 -0.31 0.09
H -3.074 -0.737 -3.125 -0.84 -2.07 0.32 0.03
H -4.481 -4.235 -5.324 0.07 2.59 0.68 0.07
H -5.491 -3.010 -4.309 2.31 0.01 -1.19 0.09
H -4.326 -2.306 -5.723 -0.46 -1.57 1.43 0.06
H 0.112 -0.360 -6.865 0.79 0.56 0.93 0.01
H 2.254 0.174 -6.099 -0.88 0.11 0.43 0.02
B 3.610 -0.471 0.724 2.27 -0.29 -1.78 -0.93
O 2.296 -0.420 1.375 -1.47 -0.38 1.68 0.17
C 2.511 -0.526 2.693 -2.18 0.81 0.28 -0.40
O 1.626 -0.519 3.533 -0.22 -0.51 -1.28 0.10
C 3.923 -0.646 2.951 5.40 -0.40 1.32 -0.37
O 4.445 -0.758 4.048 -1.39 0.25 -1.34 0.17
O 4.601 -0.616 1.795 -1.76 0.14 1.23 0.28
O 3.686 -1.592 -0.217 -0.59 0.79 -0.02 0.23
C 3.949 -1.070 -1.423 0.28 -4.67 -1.75 -0.44
O 4.077 -1.731 -2.441 -0.87 1.31 1.34 0.14
C 4.053 0.362 -1.324 0.88 4.37 -1.05 -0.40
O 4.284 1.131 -2.243 -0.59 -1.17 1.28 0.14
O 3.855 0.747 -0.055 -0.37 -0.47 -0.18 0.24
C 7.250 -2.277 -0.526 0.40 -0.21 -0.08 -0.99
O 8.244 -2.691 -1.102 1.30 -0.54 -0.74 0.12
O 6.931 -2.557 0.635 -0.13 -0.99 2.51 0.17
O 6.410 -1.512 -1.014 -1.27 1.89 -1.55 0.17
Li 0.609 -1.310 1.942 -0.01 0.18 0.04 0.87
Na -5.391 1.385 -6.671 -1.23 0.37 0.39 0.24
C -2.646 5.175 7.455 0.49 -0.11 0.24 -0.07
C -2.285 5.053 6.113 0.32 -0.13 -0.14 -0.03
C -1.114 4.377 5.764 -0.43 0.23 0.12 0.03
C -0.295 3.832 6.760 -0.73 0.41 0.04 -0.07
C -0.644 3.975 8.103 -0.45 0.30 -0.22 -0.06
C -1.828 4.638 8.451 -0.08 0.26 -0.57 -0.02
C 0.237 3.448 9.164 0.03 -0.14 1.50 -0.27
O -0.070 3.570 10.344 0.00 0.15 -0.72 0.10
C 1.498 2.779 8.785 0.42 -0.21 0.22 -0.09
C 2.371 2.325 9.782 0.26 -0.13 -0.04 0.01
C 3.558 1.679 9.432 -0.37 0.20 -0.04 -0.05
C 3.872 1.477 8.088 -0.25 0.14 -0.15 -0.04
C 3.007 1.933 7.092 0.15 -0.06 0.14 0.02
C 1.822 2.594 7.442 0.51 -0.28 0.07 -0.08
C 0.931 3.104 6.381 0.78 -0.49 -1.48 -0.27
O 1.209 2.930 5.200 -0.37 0.23 0.83 0.11
H -3.563 5.693 7.727 -0.22 -0.33 -0.34 0.10
H -2.916 5.482 5.338 0.11 -0.12 0.17 0.12
H -0.841 4.281 4.714 0.07 -0.08 0.32 0.13
H -2.114 4.742 9.496 0.38 -0.78 -0.05 0.10
H 2.131 2.476 10.834 -0.10 0.01 -0.32 0.12
H 4.237 1.333 10.208 -0.16 0.07 -0.14 0.11
H 4.794 0.967 7.815 -0.21 0.09 0.00 0.12
H 3.262 1.775 6.045 -0.19 0.08 0.22 0.12
Na -2.991 6.577 9.634 -0.82 0.00 0.46 0.75
F -3.927 -6.542 -4.926 0.71 -1.05 1.30 -0.26
Al -3.291 -7.711 -3.712 0.19 -0.51 0.16 0.11
F -1.662 -8.282 -4.226 -2.07 0.80 0.59 -0.27
F -4.409 -9.117 -3.589 1.35 1.82 -0.18 -0.27
F -3.165 -6.901 -2.109 -0.19 -0.77 -1.96 -0.28
N -6.291 4.064 10.104 -1.15 -1.67 -0.15 -0.66
O -5.623 5.084 10.341 1.42 1.74 0.28 -0.13
O -6.141 3.460 9.029 0.30 0.16 -0.25 -0.07
O -7.109 3.648 10.941 0.32 0.39 -0.09 -0.04
```
Forces are in eV/Å.

Results
- Charge: -1
- Multiplicity: 1
- Frontier orbital gap: 1.2 eV

2.
Entry from the OMol25 dataset: C34H32F2N4OPbS4SbSeSi as an isolated structure (ωB97M-V/def2-TZVPD).

Structure (XYZ):
```
81
Properties=species:S:1:pos:R:3:forces:R:3:lowdin_charge:R:1
Pb -0.740 -0.268 -1.236 -0.47 -0.11 -0.44 0.91
C -4.007 -0.916 -0.394 0.01 -0.10 -0.04 -0.18
Si -3.165 -0.494 1.236 0.12 0.09 0.05 0.35
C -3.192 -2.025 2.326 -0.01 0.00 -0.04 -0.18
C -4.264 0.800 2.071 -0.06 -0.01 0.00 -0.17
N -1.588 0.157 0.906 -0.07 0.10 0.03 -0.19
C -0.771 0.662 1.881 0.08 -0.04 0.01 -0.30
C -1.078 0.652 3.260 0.02 -0.04 0.04 -0.05
C -0.218 1.148 4.227 -0.03 0.01 0.02 -0.11
C 1.012 1.686 3.883 0.02 0.02 -0.02 -0.11
C 1.359 1.717 2.539 -0.04 0.01 0.04 -0.04
C 0.490 1.230 1.584 -0.04 -0.05 -0.11 -0.22
O 0.888 1.203 0.244 0.03 -0.02 -0.03 -0.10
C 1.549 2.323 -0.243 -0.09 -0.06 0.06 -0.29
C 0.931 3.563 -0.203 0.06 0.03 0.02 -0.01
C 1.575 4.649 -0.774 0.00 0.00 0.01 -0.07
C 2.816 4.490 -1.378 0.00 0.03 -0.01 -0.09
C 3.422 3.242 -1.397 0.01 -0.01 0.01 -0.07
C 2.793 2.147 -0.820 0.00 0.05 -0.02 -0.02
H -4.977 -0.413 -0.445 0.00 -0.03 0.00 0.04
H -4.177 -1.992 -0.462 -0.01 0.00 0.00 0.03
H -3.479 -0.654 -1.316 0.02 0.06 0.01 -0.02
H -4.227 -2.364 2.443 0.00 -0.01 0.00 0.03
H -2.785 -1.854 3.324 0.01 0.02 0.02 0.02
H -2.620 -2.830 1.862 0.00 0.02 0.00 -0.01
H -5.195 0.316 2.383 -0.01 0.03 0.01 0.03
H -4.535 1.603 1.381 0.03 0.01 -0.02 0.02
H -3.817 1.263 2.952 -0.02 -0.03 -0.04 0.02
H -2.024 0.239 3.581 0.03 -0.03 -0.01 0.07
H -0.524 1.111 5.266 0.01 0.00 0.00 0.10
H 1.689 2.070 4.634 0.00 0.00 0.00 0.09
H 2.315 2.116 2.221 0.00 0.00 -0.02 0.12
H -0.047 3.658 0.253 -0.01 0.00 0.00 0.13
H 1.095 5.619 -0.765 0.00 0.00 0.00 0.11
H 3.309 5.340 -1.833 0.00 0.00 0.00 0.10
H 4.391 3.114 -1.864 0.00 0.00 0.00 0.10
H 3.231 1.157 -0.818 0.01 0.00 0.01 0.04
F -3.995 4.171 -0.977 0.01 0.00 0.00 0.06
C -2.896 3.636 -1.547 -0.02 0.01 0.01 -0.26
C -2.521 2.350 -1.220 -0.02 0.01 0.01 -0.04
C -1.399 1.806 -1.821 0.14 0.13 0.12 -0.20
C -0.637 2.536 -2.741 -0.08 0.02 0.02 -0.13
C -1.056 3.839 -2.999 0.02 0.00 0.01 -0.22
F -0.345 4.651 -3.818 -0.01 -0.01 -0.02 0.05
C -2.173 4.412 -2.428 0.00 -0.03 0.01 0.06
C 0.561 1.912 -3.363 0.06 -0.05 -0.06 -0.21
C 1.283 2.459 -4.424 -0.04 0.00 0.04 0.01
C 2.343 1.746 -4.955 0.01 0.01 -0.02 -0.05
C 2.655 0.495 -4.454 0.01 -0.03 0.00 -0.03
C 1.888 0.007 -3.413 -0.04 -0.02 0.07 -0.16
N 0.902 0.717 -2.873 0.11 -0.14 0.11 -0.02
H -3.096 1.803 -0.486 0.02 -0.02 0.01 0.08
H -2.455 5.428 -2.659 0.00 0.00 0.00 0.13
H 1.016 3.417 -4.833 0.00 0.00 -0.02 0.10
H 2.910 2.166 -5.777 0.00 0.00 0.00 0.11
H 3.457 -0.104 -4.862 0.00 0.00 0.01 0.11
H 2.056 -0.977 -2.990 0.03 -0.01 -0.01 0.05
S 0.972 -4.719 -3.022 0.09 0.10 0.20 -0.29
Sb -0.999 -4.344 -1.910 -0.05 -0.26 -0.32 0.26
S -0.637 -2.586 -0.302 0.36 0.32 0.51 -0.01
S -1.308 -1.191 -3.616 -0.15 0.06 -0.08 -0.07
S -2.385 -2.908 -3.388 -0.07 0.01 0.02 -0.22
C 2.446 -1.534 2.508 0.00 0.00 0.01 -0.02
N 2.316 -2.721 1.694 -0.04 -0.04 -0.02 -0.07
C 2.710 -2.842 0.401 0.01 0.18 -0.20 -0.79
Se 3.531 -1.576 -0.644 0.12 -0.06 0.15 0.63
N 2.354 -4.073 -0.021 -0.15 -0.09 -0.09 0.08
C 1.642 -4.720 0.973 -0.03 -0.03 0.01 -0.24
C 0.987 -5.940 0.995 0.02 0.06 -0.01 -0.03
C 0.325 -6.274 2.168 -0.02 -0.02 0.01 -0.09
C 0.322 -5.422 3.275 0.00 -0.02 0.00 -0.10
C 0.977 -4.199 3.248 0.01 0.01 -0.03 -0.01
C 1.629 -3.865 2.073 0.03 -0.02 0.04 -0.19
H 2.758 -0.718 1.861 0.01 0.00 0.00 0.04
H 3.193 -1.681 3.291 -0.01 -0.01 0.01 0.10
H 1.482 -1.290 2.957 0.00 0.02 -0.02 0.09
H 2.248 -4.297 -1.019 0.05 0.03 -0.02 0.01
H 0.973 -6.577 0.121 0.01 -0.02 0.01 0.11
H -0.213 -7.212 2.222 0.00 0.00 0.00 0.10
H -0.213 -5.717 4.168 0.00 0.00 0.00 0.10
H 0.959 -3.527 4.096 0.00 0.00 0.00 0.11
```
Forces are in eV/Å.

Results
- Relative energy (zero: lowest compared OMol25 entry of this formula, charge and spin): 0.256 eV
- Charge: -1
- Multiplicity: 1
- Frontier orbital gap: 6.0 eV

3.
Entry from the OMol25 dataset: C34H32F5MnN4O2PS as an isolated structure (ωB97M-V/def2-TZVPD).

Structure (XYZ):
```
80
Properties=species:S:1:pos:R:3:forces:R:3:mulliken_spin:R:1
Mn 0.260 0.545 0.063 -0.06 0.24 -0.27 4.76
O -2.786 1.033 -2.633 -0.01 0.06 -0.03 0.01
C -2.328 0.130 -1.948 0.06 -0.39 0.02 0.00
O -1.635 0.267 -0.876 0.01 0.44 0.17 0.00
C -2.531 -1.327 -2.303 0.01 0.03 -0.10 -0.01
C -3.455 -1.654 -3.283 0.01 -0.05 -0.05 0.00
C -3.673 -2.977 -3.634 -0.01 0.06 0.01 0.00
C -2.944 -3.976 -3.010 0.04 -0.05 0.01 0.00
C -2.006 -3.656 -2.038 0.00 -0.05 -0.05 0.00
C -1.793 -2.333 -1.662 0.12 0.12 0.01 0.00
P -0.649 -1.914 -0.273 0.01 -0.29 0.32 0.05
C -1.824 -2.057 1.138 -0.03 -0.07 -0.11 -0.06
C -2.136 -0.968 1.941 0.05 0.26 0.02 0.05
C -3.023 -1.097 3.001 -0.03 -0.05 0.00 0.01
C -3.619 -2.319 3.267 0.04 0.02 -0.05 0.00
C -3.332 -3.412 2.459 0.00 0.04 0.02 0.00
C -2.446 -3.278 1.405 -0.04 -0.04 -0.05 0.00
C 0.379 -3.419 -0.049 0.00 0.01 -0.10 0.01
C 0.616 -3.976 1.206 -0.02 -0.03 0.07 0.01
C 1.542 -4.999 1.366 -0.04 0.02 -0.03 0.00
C 2.253 -5.474 0.275 -0.03 -0.04 -0.05 0.00
C 2.044 -4.910 -0.977 0.02 -0.05 0.04 0.00
C 1.125 -3.886 -1.133 -0.03 0.01 -0.02 0.02
H -3.993 -0.845 -3.760 0.00 0.00 0.01 0.00
H -4.406 -3.228 -4.389 0.00 0.00 -0.01 0.00
H -3.101 -5.013 -3.278 0.01 -0.01 0.00 0.00
H -1.437 -4.451 -1.574 -0.01 0.00 0.02 0.00
H -1.710 0.013 1.746 -0.01 -0.18 0.01 -0.06
H -3.246 -0.235 3.616 0.00 0.01 0.01 0.00
H -4.309 -2.420 4.095 -0.01 0.00 0.01 0.00
H -3.800 -4.369 2.649 -0.01 -0.01 0.00 0.00
H -2.237 -4.138 0.779 0.02 0.01 0.01 0.00
H 0.076 -3.612 2.071 0.01 0.00 0.00 0.00
H 1.709 -5.420 2.349 0.00 -0.01 0.02 0.00
H 2.974 -6.271 0.401 0.01 0.00 0.00 0.00
H 2.611 -5.260 -1.829 0.00 0.00 -0.02 0.00
H 0.986 -3.444 -2.114 -0.02 0.01 0.00 0.00
N 2.961 2.002 -0.033 -0.09 0.00 0.03 0.01
C 3.756 2.964 -0.521 0.02 0.03 -0.07 0.01
C 3.293 3.269 -1.785 0.02 -0.05 0.06 -0.01
C 2.190 2.423 -1.967 -0.03 -0.05 -0.01 0.02
N 1.996 1.663 -0.897 -0.14 0.10 -0.04 0.04
H 2.922 1.574 0.895 0.01 0.04 -0.06 -0.01
H 4.583 3.346 0.051 0.02 0.03 0.01 0.00
H 3.698 3.984 -2.476 0.03 0.02 -0.02 0.00
H 1.541 2.324 -2.821 -0.03 0.02 0.00 0.00
F 5.068 -4.336 1.688 -0.03 0.02 0.01 0.00
C 4.247 -3.290 1.800 0.01 0.08 0.04 0.00
C 3.735 -2.928 3.035 0.05 0.06 -0.12 0.00
F 4.070 -3.626 4.123 -0.01 -0.03 -0.01 0.00
C 2.880 -1.845 3.138 0.02 -0.08 0.11 -0.01
F 2.427 -1.539 4.358 -0.01 0.02 -0.07 0.00
C 2.491 -1.088 2.035 -0.18 0.08 0.14 -0.01
S 1.420 0.301 2.243 0.13 -0.11 -0.05 0.03
C 3.016 -1.493 0.817 0.12 -0.07 -0.21 0.02
F 2.696 -0.826 -0.312 0.05 -0.24 0.16 0.02
C 3.887 -2.559 0.683 0.00 -0.03 0.05 0.00
F 4.379 -2.886 -0.514 0.00 0.03 0.03 0.00
C -1.627 4.336 -2.393 0.04 0.03 0.00 0.00
C -2.173 4.590 -0.992 0.01 0.02 -0.01 0.00
N -1.151 4.790 0.036 0.01 -0.12 0.04 0.01
C -0.770 6.159 0.358 -0.06 0.02 0.01 0.00
C 0.342 6.714 -0.525 0.01 0.03 -0.03 0.00
C -0.479 3.725 0.541 -0.05 0.09 -0.07 0.00
C 0.548 3.977 1.606 0.07 -0.04 0.02 0.00
N -0.698 2.507 0.174 -0.03 0.07 0.20 0.04
H -2.448 4.315 -3.107 -0.03 -0.02 -0.02 0.00
H -1.125 3.373 -2.465 0.02 -0.04 0.03 0.00
H -0.928 5.119 -2.687 -0.03 0.01 -0.01 0.00
H -2.820 3.763 -0.688 -0.02 0.01 -0.02 0.00
H -2.796 5.486 -0.991 0.02 -0.02 0.00 0.00
H -0.483 6.215 1.406 0.02 0.00 -0.01 0.00
H -1.668 6.771 0.255 0.04 0.02 0.03 0.00
H 1.191 6.030 -0.560 0.01 0.00 0.02 0.00
H 0.690 7.672 -0.139 0.00 0.03 0.00 0.00
H -0.002 6.869 -1.547 -0.01 -0.01 -0.01 0.00
H 0.090 4.449 2.475 0.00 0.00 0.02 0.00
H 1.345 4.629 1.249 0.02 0.02 0.00 0.00
H 0.977 3.028 1.918 -0.01 0.02 -0.02 -0.01
H -1.425 2.400 -0.527 -0.03 -0.02 0.04 0.03
```
Forces are in eV/Å.

Results
- Expectation value of S²: 8.755
- Relative energy (zero: lowest compared OMol25 entry of this formula, charge and spin): 0.154 eV
- Charge: 0
- Multiplicity: 6
- Frontier orbital gap (alpha / beta): 8.0 / 8.4 eV

In the order shown, the computed DFT total energy values come out to -4459.85844, -6525.82514, -4074.28630 Eh.